{"formula": "C23H33BrCl2N4O10S2", "method": "wB97M-V/def2-TZVPD", "elements": ["N", "C", "C", "Cl", "N", "C", "O", "C", "C", "C", "C", "C", "S", "O", "O", "Cl", "C", "C", "S", "C", "N", "N", "C", "O", "C", "O", "C", "C", "O", "Br", "H", "H", "H", "H", "H", "H", "H", "H", "H", "H", "H", "H", "H", "H", "H", "H", "H", "H", "H", "H", "H", "O", "C", "O", "C", "C", "C", "H", "H", "H", "H", "H", "H", "O", "C", "O", "C", "C", "C", "H", "H", "H", "H", "H", "H"], "coordinates": [[-3.6361, 1.2498, 1.4313], [-2.6320, 0.1937, 1.8458], [-1.5445, 0.0396, 0.6335], [-2.6262, -0.4904, -0.7754], [-0.8765, -1.2996, 1.0112], [0.5916, -0.9463, 1.0398], [1.4022, -1.5851, 1.8773], [0.8855, 0.3116, -0.0274], [2.4137, 0.7250, 0.4409], [3.0401, 2.0496, -0.2480], [4.1715, 1.8831, -1.3889], [4.9131, 0.4424, -1.5339], [6.3641, 0.1556, -0.3785], [7.6192, -0.1933, -1.2702], [6.1511, -1.1283, 0.5126], [6.8713, 1.7820, 0.8251], [0.9606, -0.5008, -1.4375], [0.3523, 0.2221, -2.7577], [1.0112, 1.9267, -3.1557], [-0.3294, 2.7093, -4.2304], [-1.5299, 1.9645, -4.8355], [-2.3988, 2.7594, -5.5715], [-1.7622, 4.1410, -5.4534], [-0.5031, 4.1133, -4.6671], [-0.4010, 1.2199, 0.3893], [-1.0755, 2.0900, -0.5834], [-0.4200, 2.1301, 1.7446], [0.7137, 3.3071, 1.8410], [0.8766, 4.3371, 1.0072], [1.9964, 3.2494, 3.4226], [-4.5727, 0.8539, 1.1979], [-3.6857, 2.0501, 2.0985], [-2.1844, 0.3248, 2.9172], [-3.2421, -0.8326, 1.8749], [-1.1794, -2.1322, 0.4611], [3.0527, -0.2551, 0.3807], [2.3174, 0.9598, 1.6090], [2.1219, 2.7172, -0.6183], [3.5259, 2.6983, 0.6301], [3.8003, 2.1879, -2.4825], [5.0318, 2.6777, -1.1502], [4.2164, -0.5033, -1.4437], [5.3619, 0.3956, -2.6393], [0.3720, -1.5306, -1.3016], [2.0737, -0.8177, -1.6857], [-0.8263, 0.3030, -2.8027], [0.6439, -0.4673, -3.6888], [-2.3024, 5.0513, -5.9794], [-0.7053, 3.0203, -0.5967], [-1.4647, 2.7102, 1.7445], [-0.3077, 1.4724, 2.7281], [-6.9041, -0.0628, -0.4048], [-6.8239, -0.7506, -1.4092], [-7.3321, -2.0129, -1.5204], [-6.9618, -2.5570, -2.7864], [-6.6648, -1.3661, -3.6595], [-6.1216, -0.3618, -2.6748], [-6.0860, -3.1996, -2.6478], [-7.7840, -3.1592, -3.1836], [-5.9762, -1.5932, -4.4777], [-7.5958, -0.9851, -4.0967], [-5.0429, -0.4727, -2.5336], [-6.3713, 0.6611, -2.9660], [2.7422, -0.8845, 5.0893], [2.9383, -2.0811, 5.2226], [3.1980, -2.6903, 6.4166], [3.4830, -4.0693, 6.1865], [2.8529, -4.3891, 4.8562], [2.9765, -3.0847, 4.1101], [4.5696, -4.2043, 6.1750], [3.0593, -4.6732, 6.9942], [3.3278, -5.2315, 4.3463], [1.7928, -4.6327, 4.9967], [3.9341, -3.0035, 3.5883], [2.1442, -2.9380, 3.4179]], "forces_ev_per_angstrom": [[0.4, -0.2, 1.3], [-1.7, -0.4, -0.6], [-1.0, -2.9, 1.9], [0.8, 1.0, 0.1], [3.0, 3.0, -0.6], [1.4, -3.7, 3.5], [-4.4, 4.0, -5.6], [1.9, -1.8, 2.3], [-0.8, 0.6, 1.2], [-0.4, 0.9, 0.9], [0.9, 0.8, -0.6], [-1.2, 0.7, -1.8], [4.9, -8.1, -0.7], [-4.6, 2.6, 2.7], [-0.6, 5.5, -2.5], [-0.8, -0.6, -0.8], [-0.5, -0.2, -0.7], [-1.5, -1.6, -1.7], [-1.4, 1.0, -1.0], [-6.1, -0.5, -3.6], [3.5, 2.3, 1.6], [6.1, 5.6, 2.9], [-1.0, -4.9, 0.2], [-2.7, -3.0, -0.7], [-2.2, 0.4, -0.5], [1.7, -0.1, 0.2], [0.6, 0.1, 1.3], [0.8, 4.9, -4.2], [-1.5, -7.0, 5.2], [-1.4, -0.2, -1.5], [1.2, 0.6, 0.5], [-0.3, -1.2, -0.8], [-0.6, -0.1, -2.2], [1.8, 2.1, -0.1], [0.5, 1.1, 0.7], [-1.1, 2.0, 0.1], [0.3, -0.6, -2.5], [2.2, -1.4, 0.5], [-1.0, -1.5, -1.9], [0.6, -0.9, 2.5], [-1.9, -1.7, -0.6], [1.6, 1.9, 0.3], [-0.5, 0.1, 2.7], [1.1, 2.3, -0.6], [-2.2, 0.9, 0.8], [2.5, -0.1, 0.5], [-0.6, 1.5, 2.1], [2.0, -1.7, 1.6], [-0.1, -1.6, 0.3], [2.4, -1.4, -0.1], [-0.2, 1.5, -2.2], [-0.2, -1.4, -1.3], [0.1, 1.1, 1.8], [0.0, 0.7, 0.5], [-0.1, -0.6, -0.4], [0.0, 0.1, -0.9], [-0.1, 0.2, -0.5], [-0.1, 0.0, 0.0], [0.1, 0.0, 0.3], [-0.1, 0.0, 0.1], [0.1, -0.1, 0.0], [-0.1, 0.2, 0.1], [0.3, -0.1, 0.3], [0.3, -1.8, 0.8], [-0.1, 2.1, -0.5], [-0.3, 0.7, -0.3], [0.2, -0.6, 0.4], [-0.2, -0.8, -0.4], [-0.4, -0.4, -0.2], [-0.1, 0.0, 0.0], [0.1, 0.3, 0.0], [0.0, 0.1, 0.1], [0.2, 0.0, 0.0], [-0.1, 0.2, -0.1], [0.4, 0.3, 0.1]], "orbital_gap_ev": 7.6, "total_charge": 0, "homo_energy_ev": -8.83}

***

{"formula": "C18H22BBr33F5O2", "method": "wB97M-V/def2-TZVPD", "elements": ["F", "C", "F", "F", "C", "F", "F", "C", "C", "C", "B", "O", "C", "C", "O", "H", "H", "H", "H", "H", "H", "H", "H", "H", "H", "H", "C", "Br", "Br", "Br", "H", "C", "Br", "Br", "Br", "H", "C", "Br", "Br", "Br", "H", "C", "Br", "Br", "Br", "H", "C", "Br", "Br", "Br", "H", "C", "Br", "Br", "Br", "H", "C", "Br", "Br", "Br", "H", "C", "Br", "Br", "Br", "H", "C", "Br", "Br", "Br", "H", "C", "Br", "Br", "Br", "H", "C", "Br", "Br", "Br", "H"], "coordinates": [[-4.7407, 5.2510, 5.4920], [-3.6082, 4.5078, 5.4347], [-2.7091, 5.2298, 4.7672], [-3.1753, 4.3367, 6.6947], [-3.9469, 3.1480, 4.7666], [-4.4669, 2.3755, 5.7895], [-4.9619, 3.3082, 3.8918], [-2.7846, 2.4000, 4.1829], [-2.1996, 3.0173, 2.8845], [-0.7601, 3.5745, 3.1100], [0.4158, 2.6048, 2.4629], [0.1543, 1.7943, 1.2698], [0.6294, 0.4977, 1.5922], [1.4012, 0.6128, 2.9370], [0.9128, 1.7699, 3.5896], [-3.1731, 1.4168, 3.9035], [-2.0094, 2.1984, 4.9184], [-2.8511, 3.8121, 2.5155], [-2.1702, 2.2396, 2.1206], [-0.7222, 4.5979, 2.7493], [-0.5939, 3.6357, 4.1891], [1.3705, 3.3635, 2.2204], [1.2860, 0.0636, 0.8318], [-0.2576, -0.1044, 1.8004], [1.1359, -0.2466, 3.5691], [2.4984, 0.6428, 2.8669], [-1.9788, -2.0186, -0.4574], [-1.4382, -2.4334, 1.3399], [-3.2381, -3.3027, -1.1501], [-2.6208, -0.2115, -0.5944], [-1.0985, -2.0913, -1.0808], [-1.4872, -3.1937, -5.3176], [-0.8390, -1.7239, -4.2537], [-0.6384, -4.8477, -4.8289], [-3.4007, -3.3262, -5.2580], [-1.2162, -2.9883, -6.3430], [-0.1438, 5.6505, -0.9534], [0.3439, 4.3579, 0.4036], [0.6126, 5.2130, -2.6897], [-2.0621, 5.9069, -1.0703], [0.2776, 6.6049, -0.6700], [-1.7564, -7.8421, -7.9141], [-0.6277, -8.9153, -6.7813], [-3.2800, -7.1624, -6.9577], [-0.7665, -6.4302, -8.7739], [-2.1307, -8.4879, -8.6947], [-5.1166, -4.2224, 3.0431], [-3.5244, -4.1344, 4.1201], [-5.4502, -2.5586, 2.1354], [-5.0645, -5.7097, 1.8169], [-5.9456, -4.3921, 3.7137], [4.2015, 4.9418, -0.0615], [5.9310, 5.0695, -0.9155], [3.9459, 3.2333, 0.7660], [3.8976, 6.3935, 1.1687], [3.4570, 5.0272, -0.8424], [-2.4851, 6.4200, 9.3857], [-1.4306, 5.3171, 10.5603], [-3.9052, 7.3149, 10.3341], [-1.3923, 7.6623, 8.4049], [-2.9484, 5.7638, 8.6626], [0.0820, -12.7332, -4.6670], [0.6637, -14.0903, -3.4313], [1.0279, -12.8433, -6.3414], [-1.8251, -12.7723, -4.9255], [0.3240, -11.7767, -4.2264], [7.5351, 4.6919, -4.9559], [8.1010, 5.7062, -6.4951], [8.2596, 5.4167, -3.3250], [5.6211, 4.5248, -4.8759], [7.9377, 3.6956, -5.0665], [2.7534, -4.9099, -3.0482], [4.5084, -4.4371, -3.6946], [2.6822, -6.7435, -2.4606], [2.1391, -3.7018, -1.6849], [2.0737, -4.8183, -3.8833], [5.4166, -0.1326, -3.5656], [5.9467, 1.1705, -4.8853], [5.8738, 0.4299, -1.7835], [3.5505, -0.5729, -3.7122], [5.9736, -1.0357, -3.7693]], "forces_ev_per_angstrom": [[0.3, -0.1, 0.3], [-0.8, 0.6, -0.3], [-0.1, -0.3, 0.2], [0.1, 0.0, -0.2], [0.6, -1.0, 0.8], [-0.2, 0.2, 0.0], [0.2, 0.3, -0.2], [-0.1, -0.4, -1.4], [0.7, 0.4, 0.7], [-0.8, -0.7, -0.4], [0.5, 1.9, 1.7], [0.2, -1.0, 0.5], [-0.1, 0.5, 1.0], [-0.5, 0.0, 0.8], [-0.3, -1.2, -1.1], [-0.3, 0.0, 0.3], [0.0, 0.3, 0.2], [-0.2, -0.1, 0.0], [0.0, 0.0, -0.1], [0.0, 0.1, 0.0], [0.2, 0.0, 0.0], [0.2, 0.2, -0.3], [-0.3, 0.0, -0.3], [0.3, -0.3, -0.4], [0.3, -0.2, -0.1], [0.0, 0.0, -0.4], [0.1, 0.1, 0.0], [-0.2, -0.3, -0.1], [0.0, 0.0, 0.0], [0.0, -0.1, 0.0], [0.0, 0.0, 0.0], [0.1, 0.2, 0.0], [0.0, 0.0, 0.0], [0.0, -0.1, 0.0], [0.0, 0.0, 0.0], [0.0, 0.0, 0.0], [0.1, -0.2, 0.3], [0.3, 1.1, -1.3], [0.0, 0.0, 0.0], [0.1, 0.0, -0.1], [0.0, 0.0, -0.1], [0.0, 0.0, 0.0], [0.0, 0.0, 0.0], [0.1, 0.0, 0.0], [0.0, 0.0, 0.1], [0.0, 0.0, 0.0], [0.0, 0.1, 0.0], [-0.1, 0.0, 0.0], [0.0, -0.1, 0.0], [0.0, 0.0, 0.0], [0.0, 0.0, 0.0], [-0.1, -0.2, 0.0], [-0.2, 0.0, 0.1], [0.1, 0.0, 0.0], [0.0, 0.0, 0.0], [0.0, 0.0, 0.0], [0.0, 0.0, -0.1], [0.0, 0.1, 0.0], [0.1, 0.0, 0.0], [0.0, 0.0, 0.1], [0.0, 0.0, 0.0], [0.0, 0.0, 0.0], [0.0, 0.0, -0.1], [0.0, 0.0, 0.1], [0.1, 0.0, 0.0], [0.0, 0.0, 0.0], [-0.1, 0.0, 0.1], [0.0, 0.0, 0.0], [0.2, 0.0, -0.2], [0.1, 0.4, 0.0], [0.0, 0.0, 0.0], [0.0, 0.1, 0.0], [0.0, -0.1, 0.1], [0.0, 0.0, 0.0], [0.0, -0.1, 0.0], [0.0, 0.0, 0.0], [0.1, -0.1, 0.1], [-0.1, -0.3, 0.1], [0.0, 0.1, -0.1], [0.0, 0.1, 0.0], [0.0, 0.0, 0.0]], "orbital_gap_ev": 5.1, "total_charge": -1, "homo_energy_ev": -4.43}

***

{"formula": "C2H4BrP", "method": "wB97M-V/def2-TZVPD", "elements": ["C", "C", "P", "Br", "H", "H", "H", "H"], "coordinates": [[0.6521, 0.7089, -0.5328], [-0.0385, -0.3136, -0.0281], [-1.8510, -0.9936, -0.1727], [-3.7751, 0.1984, -0.2771], [0.1390, 1.6867, -0.9950], [1.6302, 0.8933, -0.3531], [0.4817, -1.0935, 0.4670], [-1.7748, -1.2797, 1.1697]], "forces_ev_per_angstrom": [[-4.9, 2.5, -1.1], [-0.8, -1.4, -1.4], [4.2, 1.8, 0.1], [-2.5, 0.8, -0.2], [0.9, -2.6, 0.6], [3.0, 0.1, 0.8], [0.9, -0.5, 0.7], [-0.6, -0.7, 0.6]], "orbital_gap_ev": [6.9, 7.2], "total_charge": 0, "s2": 2.012, "spin_multiplicity": 3, "relative_energy_kj_mol": 94.0, "homo_energy_ev": [-5.95, -10.30]}